139
Properties=species:S:1:pos:R:3:forces:R:3:mulliken_charge:R:1 method="wB97M-V/def2-TZVPD" charge=-2 relative_energy_ev=0.270 energy_ev=-127324.342 e_homo_ev=-3.11 orbital_gap_ev=6.266
Cs -0.986 -0.561 0.404 -0.456 1.036 -0.332 1.049
C -0.559 -2.405 -5.901 0.012 0.007 0.007 -0.530
C -0.177 -1.451 -4.964 0.001 0.014 -0.015 0.153
C -1.006 -1.150 -3.896 -0.022 -0.002 0.013 -0.280
C -2.231 -1.800 -3.765 -0.014 0.000 0.003 -0.600
C -2.603 -2.765 -4.691 0.007 -0.009 -0.010 -0.275
C -1.771 -3.063 -5.760 -0.010 0.001 0.000 -0.658
N -3.162 -1.564 -2.708 -0.052 0.067 -0.026 -0.562
N -2.963 -0.518 -2.071 -0.097 0.028 -0.054 0.901
C -3.876 -0.251 -0.986 -0.115 0.055 -0.040 -0.339
C -4.867 -1.188 -0.661 0.012 0.001 -0.014 -0.584
C -5.708 -0.939 0.405 -0.003 0.008 0.002 -0.897
C -5.552 0.245 1.124 -0.014 -0.002 -0.026 -0.622
C -4.564 1.149 0.760 -0.012 0.016 -0.051 -0.064
C -3.656 0.958 -0.302 -0.161 0.119 -0.064 1.037
H 0.099 -2.646 -6.727 0.001 0.000 0.001 0.427
H 0.780 -0.949 -5.043 -0.001 -0.003 0.003 0.342
H -0.707 -0.415 -3.159 0.016 -0.006 0.005 0.631
H -3.548 -3.273 -4.552 0.001 0.001 0.000 0.482
H -2.066 -3.820 -6.477 -0.001 0.000 -0.001 0.360
H -4.961 -2.100 -1.237 0.003 -0.003 0.004 0.464
H -6.469 -1.659 0.683 0.000 -0.001 -0.001 0.364
H -6.201 0.450 1.972 -0.001 0.004 -0.002 0.407
H -4.496 2.060 1.359 -0.004 -0.004 0.020 -0.265
O -1.869 -6.483 5.278 0.033 0.029 0.039 -0.762
C -0.927 -6.355 4.468 -0.093 -0.072 -0.118 0.421
O -0.016 -7.151 4.170 0.034 0.024 0.038 -0.736
C -0.901 -5.003 3.707 0.019 0.004 0.032 -0.293
C -1.840 -4.018 3.984 0.039 0.011 0.043 -0.894
C -1.770 -2.811 3.310 0.040 -0.065 -0.029 -0.742
N -0.839 -2.529 2.398 0.113 -0.483 0.286 0.788
C 0.065 -3.477 2.121 0.094 -0.132 -0.032 0.522
C 0.058 -4.720 2.742 -0.001 0.056 0.051 -0.590
C 1.149 -3.141 1.088 -0.001 -0.131 0.112 -0.756
O 1.957 -4.039 0.777 0.189 0.038 -0.037 -0.621
O 1.170 -1.971 0.620 0.457 -0.374 0.206 -0.153
H -2.600 -4.221 4.726 0.002 0.004 0.000 0.464
H -2.493 -2.023 3.511 -0.010 -0.006 -0.013 0.462
H 0.801 -5.463 2.490 0.003 -0.001 0.005 0.662
C 6.250 -0.849 -2.261 0.014 -0.033 0.005 -1.117
C 5.886 -1.215 -0.827 0.001 0.013 -0.002 -0.557
C 4.478 -0.764 -0.446 -0.002 -0.013 0.023 -0.668
N 3.453 -1.640 -0.984 0.043 -0.062 -0.155 1.449
C 2.659 -1.366 -2.006 -0.026 -0.084 0.105 0.158
S 2.540 0.109 -2.811 0.021 -0.006 -0.008 -0.306
N 1.828 -2.409 -2.386 0.081 -0.064 -0.122 0.772
C 2.025 -3.788 -2.360 -0.084 -0.009 0.206 0.076
O 1.092 -4.523 -2.588 0.009 0.000 -0.024 -0.676
C 3.420 -4.322 -2.212 -0.004 0.065 -0.101 0.441
C 3.714 -5.284 -1.254 -0.013 0.011 -0.012 -0.361
C 4.991 -5.821 -1.201 -0.008 -0.008 0.005 -0.777
C 5.962 -5.425 -2.112 -0.001 0.000 0.004 -0.406
C 5.657 -4.483 -3.084 0.013 0.027 0.003 -0.635
C 4.387 -3.927 -3.129 0.018 0.046 0.014 0.034
H 7.230 -1.246 -2.537 0.001 0.002 -0.002 0.401
H 6.267 0.235 -2.388 0.000 -0.002 -0.005 0.349
H 5.515 -1.242 -2.963 -0.031 -0.029 -0.021 0.070
H 6.592 -0.745 -0.136 -0.001 -0.005 0.002 0.446
H 5.966 -2.296 -0.677 -0.002 0.004 -0.002 0.206
H 4.290 0.245 -0.815 0.010 -0.007 -0.010 0.654
H 4.349 -0.751 0.635 0.009 0.016 -0.027 -0.214
H 3.117 -2.397 -0.382 0.013 -0.015 0.029 -0.741
H 0.962 -2.141 -2.834 0.014 0.016 -0.014 -0.706
H 2.952 -5.562 -0.540 -0.020 -0.002 0.021 0.467
H 5.228 -6.553 -0.439 -0.002 0.001 -0.001 0.437
H 6.957 -5.851 -2.064 0.000 0.000 0.000 0.368
H 6.408 -4.171 -3.799 0.000 -0.001 -0.004 0.405
H 4.142 -3.180 -3.875 0.005 0.015 0.002 0.441
O -0.414 2.289 3.179 0.039 0.059 0.017 -0.472
S -1.697 2.641 2.510 0.004 -0.061 0.022 0.377
C -2.605 3.627 3.721 0.004 0.008 -0.036 0.471
C -3.842 4.174 3.412 0.004 0.013 -0.004 -0.294
C -4.522 4.895 4.381 -0.003 -0.005 -0.003 -0.775
C -3.968 5.057 5.646 0.008 -0.002 0.005 -0.448
C -2.736 4.495 5.943 -0.016 0.009 0.010 -0.666
C -2.047 3.771 4.978 -0.007 -0.017 -0.001 -0.392
C -1.339 3.994 1.389 -0.032 -0.036 -0.074 0.211
C -2.120 4.149 0.254 0.022 -0.019 0.002 0.661
C -1.841 5.213 -0.597 0.024 0.048 0.024 -0.303
C -0.781 6.066 -0.326 -0.016 -0.016 -0.017 -0.867
C 0.020 5.861 0.792 0.019 -0.010 0.023 -0.705
C -0.258 4.818 1.660 0.000 0.030 0.016 -0.474
H -4.269 4.042 2.425 0.008 0.003 -0.007 0.311
H -5.487 5.327 4.150 -0.001 0.000 0.000 0.406
H -4.505 5.616 6.402 0.001 0.000 0.001 0.367
H -2.309 4.614 6.931 0.001 0.000 0.000 0.399
H -1.087 3.311 5.178 0.002 0.004 -0.002 0.429
H -2.881 3.409 0.014 -0.024 -0.039 -0.001 -0.224
H -2.440 5.361 -1.486 0.010 0.013 0.025 0.422
H -0.560 6.881 -1.005 0.002 0.002 0.000 0.391
H 0.866 6.511 0.982 -0.002 0.002 0.000 0.416
H 0.355 4.617 2.531 0.006 0.008 -0.004 0.476
C -0.357 3.793 -5.958 0.002 0.004 -0.009 -1.439
C -0.736 3.558 -4.500 -0.013 0.005 0.004 -0.256
C -1.466 2.234 -4.287 0.121 -0.017 -0.011 0.020
S -3.260 2.321 -4.552 0.025 -0.058 0.013 0.552
O -3.510 3.342 -5.626 0.005 0.003 0.020 -0.758
C -3.659 3.121 -2.992 0.001 -0.014 0.041 1.150
C -5.142 3.460 -2.909 -0.020 -0.005 0.003 -0.792
C -6.033 2.224 -2.829 0.003 -0.003 -0.015 -0.906
H 0.171 4.742 -6.078 0.002 0.000 0.000 0.432
H -1.251 3.811 -6.580 0.004 -0.005 0.003 0.306
H 0.300 2.997 -6.315 -0.001 0.000 -0.002 0.317
H -1.355 4.387 -4.149 0.019 0.003 -0.002 0.129
H 0.163 3.552 -3.878 -0.001 0.006 0.001 0.450
H -1.313 1.833 -3.281 -0.176 0.015 -0.011 -0.178
H -1.107 1.477 -4.987 0.021 0.019 -0.014 0.423
H -3.043 4.021 -2.944 -0.044 -0.012 -0.052 -0.443
H -3.366 2.432 -2.188 -0.012 -0.021 0.006 -0.949
H -5.418 4.078 -3.768 0.007 0.006 0.004 0.415
H -5.291 4.074 -2.015 0.004 -0.007 -0.001 0.346
H -5.931 1.607 -3.725 -0.002 -0.002 0.005 0.343
H -7.083 2.506 -2.738 0.000 0.003 0.001 0.410
H -5.762 1.608 -1.970 -0.009 0.004 -0.003 0.010
C 1.677 -0.272 6.523 -0.004 0.001 -0.003 -1.191
C 1.414 0.797 5.478 0.005 -0.002 0.002 -0.176
O 2.287 0.661 4.360 0.004 0.013 -0.006 -0.405
P 1.706 -0.277 3.115 -0.002 -0.011 0.055 0.348
O 2.766 0.263 1.990 -0.033 0.024 0.036 -0.036
C 2.304 1.340 1.165 -0.016 -0.017 0.081 1.441
C 3.138 2.578 1.418 0.002 -0.007 -0.032 -1.551
O 2.366 -1.709 3.451 -0.037 0.009 -0.038 0.015
C 3.669 -2.163 3.087 0.012 -0.004 0.014 0.848
C 3.858 -3.544 3.671 0.002 0.003 0.000 -1.430
H 1.042 -0.112 7.398 -0.001 -0.002 -0.001 0.435
H 2.722 -0.248 6.838 -0.001 0.000 0.000 0.275
H 1.466 -1.263 6.119 0.003 -0.001 0.001 0.195
H 1.590 1.795 5.890 0.006 -0.004 -0.003 0.358
H 0.373 0.759 5.140 -0.003 0.003 -0.002 0.194
H 1.256 1.560 1.397 0.008 -0.005 -0.024 -0.722
H 2.368 1.021 0.122 -0.004 -0.022 0.011 -0.315
H 3.039 2.888 2.459 -0.001 -0.001 0.000 0.279
H 2.807 3.392 0.768 -0.001 0.000 0.005 0.354
H 4.191 2.377 1.214 0.004 0.000 -0.004 0.354
H 4.422 -1.458 3.453 -0.003 0.005 -0.005 0.418
H 3.725 -2.207 1.998 0.006 -0.011 0.019 -0.626
H 3.775 -3.519 4.758 0.000 -0.001 0.001 0.348
H 4.844 -3.930 3.401 0.000 -0.001 0.000 0.390
H 3.102 -4.220 3.273 0.001 0.002 0.002 0.176

***

127
Properties=species:S:1:pos:R:3:forces:R:3:mulliken_spin:R:1 method="wB97M-V/def2-TZVPD" energy_ev=-260257.094 spin_multiplicity=2 e_homo_ev="-6.98 / -7.13" orbital_gap_ev="6.929 / 5.640"
Ga -1.219 0.943 -0.232 -0.217 -0.068 0.059 0.067
C -1.339 3.206 2.144 0.014 0.300 -0.331 0.095
C -1.944 3.510 0.943 0.542 0.430 0.376 0.099
C -3.102 2.577 0.820 -0.327 -0.409 0.170 0.271
C -3.089 1.793 1.986 0.001 -0.243 0.054 -0.003
C -2.040 2.170 2.816 -0.251 -0.115 0.120 0.008
C -1.761 1.692 4.211 0.039 -0.161 0.251 0.078
C -1.806 2.901 5.163 -0.039 -0.166 -0.160 0.036
C -0.368 1.050 4.292 -0.186 0.039 -0.117 0.042
C -2.796 0.656 4.661 0.124 0.178 -0.102 0.011
C -4.337 2.521 -0.064 -0.219 -0.012 -0.247 0.050
C -5.403 3.416 0.598 0.149 -0.062 -0.033 0.046
C -4.150 2.929 -1.525 0.144 -0.031 0.103 0.022
C -4.887 1.083 -0.118 0.195 0.084 0.057 0.008
C -1.474 4.682 0.092 0.187 0.185 -0.175 -0.019
C -1.001 4.247 -1.302 -0.045 -0.070 0.108 0.019
C -0.267 5.383 0.743 -0.186 -0.127 -0.055 0.001
C -2.558 5.764 -0.034 0.025 -0.199 0.041 0.011
H -0.487 3.707 2.563 0.177 0.106 -0.028 0.011
H -3.823 1.057 2.253 -0.081 -0.122 -0.060 0.005
H -1.111 3.673 4.845 0.088 0.125 -0.024 -0.002
H -1.531 2.595 6.168 0.035 -0.086 0.182 0.002
H -2.805 3.328 5.197 -0.111 0.088 -0.022 -0.001
H 0.406 1.782 4.080 0.215 0.100 -0.067 0.002
H -0.280 0.238 3.573 0.054 -0.034 -0.005 -0.022
H -0.205 0.657 5.295 0.049 -0.004 0.071 0.000
H -3.791 1.095 4.708 -0.122 0.001 0.003 -0.002
H -2.534 0.289 5.653 -0.025 -0.038 0.063 0.000
H -2.819 -0.189 3.974 0.000 -0.148 -0.026 0.000
H -5.047 4.438 0.699 -0.005 0.161 0.003 -0.009
H -5.641 3.044 1.592 -0.037 -0.023 0.110 0.001
H -6.312 3.420 0.001 -0.096 0.008 -0.089 0.002
H -3.859 3.965 -1.642 0.080 0.097 -0.074 0.000
H -5.091 2.797 -2.055 -0.111 -0.028 -0.037 0.000
H -3.411 2.286 -2.005 0.026 0.030 -0.075 -0.005
H -5.188 0.715 0.858 -0.035 -0.078 0.075 0.003
H -4.128 0.416 -0.537 -0.086 -0.083 -0.027 0.003
H -5.760 1.051 -0.767 -0.045 0.014 -0.073 0.001
H -0.108 3.624 -1.215 -0.016 -0.020 -0.052 -0.004
H -0.742 5.131 -1.884 0.044 0.071 -0.094 0.004
H -1.754 3.689 -1.847 0.011 -0.086 -0.075 -0.003
H 0.560 4.694 0.892 0.112 -0.070 0.024 0.000
H -0.532 5.837 1.696 -0.004 0.006 0.125 -0.001
H 0.078 6.175 0.081 0.005 0.059 -0.050 0.000
H -3.447 5.401 -0.531 -0.155 0.025 -0.034 -0.002
H -2.169 6.600 -0.612 0.031 0.083 -0.051 0.001
H -2.838 6.132 0.951 -0.074 0.042 0.124 0.002
Se -0.313 -2.234 -1.606 -0.457 -0.130 -0.366 0.002
P -0.983 -1.531 -3.583 0.037 0.316 0.030 -0.001
Se -1.911 0.387 -3.682 -0.055 -0.032 0.088 0.020
C -2.099 -2.882 -4.110 0.242 0.240 0.203 0.002
C -1.661 -4.200 -4.016 0.098 0.018 -0.039 0.000
C -2.555 -5.237 -4.196 0.031 -0.120 -0.043 0.000
C -3.887 -4.965 -4.477 -0.021 0.004 -0.051 0.000
C -4.318 -3.654 -4.593 -0.080 -0.127 -0.028 0.000
C -3.428 -2.611 -4.399 0.055 0.130 -0.067 -0.003
C 0.480 -1.475 -4.670 -0.321 -0.073 0.236 0.002
C 0.404 -1.742 -6.030 -0.058 -0.087 0.171 0.000
C 1.522 -1.547 -6.821 0.083 0.033 -0.178 0.000
C 2.700 -1.076 -6.264 0.069 0.042 0.011 0.000
C 2.770 -0.803 -4.906 0.031 0.091 -0.072 0.001
C 1.657 -0.992 -4.114 0.022 -0.028 0.278 -0.001
H -0.626 -4.404 -3.770 0.008 -0.027 0.022 0.001
H -2.222 -6.261 -4.101 0.031 -0.031 -0.015 0.000
H -4.585 -5.780 -4.603 -0.057 -0.038 -0.019 0.000
H -5.353 -3.443 -4.821 -0.072 0.023 0.000 0.000
H -3.759 -1.582 -4.454 0.015 0.038 0.015 0.000
H -0.525 -2.085 -6.463 -0.062 -0.054 -0.044 0.000
H 1.476 -1.746 -7.882 -0.035 -0.031 -0.076 0.000
H 3.562 -0.898 -6.888 0.087 -0.056 -0.093 0.000
H 3.683 -0.428 -4.467 0.111 0.017 0.038 0.000
H 1.690 -0.755 -3.051 0.029 -0.089 -0.249 -0.003
C 6.683 -3.147 -3.416 -0.002 0.002 -0.013 0.000
C 5.503 -2.698 -2.611 -0.002 0.010 0.092 -0.001
C 4.492 -3.566 -2.245 0.022 0.182 0.020 0.001
C 3.417 -3.154 -1.463 -0.307 -0.003 0.298 -0.003
C 2.394 -4.180 -1.087 -0.051 -0.088 0.061 0.003
C 3.337 -1.831 -1.025 -0.072 -0.073 -0.212 0.004
Te 1.677 -0.702 -0.112 0.601 -0.067 -0.117 0.051
N -0.176 -0.304 1.093 -0.334 0.538 -0.267 0.144
C -0.230 -1.543 1.372 -0.045 0.359 0.115 -0.041
O 0.803 -2.274 1.003 0.376 -0.489 -0.099 0.005
C -1.398 -2.179 1.991 -0.272 -0.272 0.184 -0.001
C -1.314 -3.003 3.103 0.053 0.020 -0.113 0.000
C -2.471 -3.536 3.644 -0.033 -0.024 0.178 -0.001
C -3.704 -3.278 3.068 -0.060 0.046 0.050 0.001
C -3.785 -2.456 1.954 -0.130 0.048 0.012 -0.001
C -2.638 -1.901 1.426 0.081 0.115 -0.090 -0.016
C 2.810 -0.203 1.633 -0.053 -0.042 0.161 0.004
C 3.612 -1.100 2.335 -0.112 -0.086 -0.175 0.000
C 3.718 -2.545 1.962 0.052 -0.168 0.014 0.000
C 4.364 -0.634 3.409 -0.021 0.159 -0.048 0.000
C 4.344 0.695 3.793 0.012 -0.083 -0.052 0.000
C 5.222 1.197 4.900 -0.035 0.020 0.042 0.000
C 3.505 1.565 3.108 0.007 -0.068 -0.065 0.000
C 2.743 1.134 2.035 -0.046 -0.005 -0.039 -0.001
C 1.843 2.090 1.316 -0.025 0.156 0.069 0.001
C 4.350 -0.939 -1.416 0.060 0.085 0.174 -0.004
C 4.366 0.491 -0.967 0.223 0.179 0.022 0.003
C 5.417 -1.383 -2.178 -0.080 -0.199 -0.038 0.001
H 6.586 -4.189 -3.710 0.035 -0.061 -0.035 0.000
H 7.598 -3.033 -2.833 0.068 -0.039 -0.042 0.000
H 6.784 -2.540 -4.314 0.056 0.000 -0.084 0.000
H 4.539 -4.597 -2.566 -0.029 -0.152 -0.017 0.000
H 2.879 -5.084 -0.721 0.073 -0.076 0.039 0.000
H 1.800 -4.449 -1.959 -0.101 -0.022 0.028 0.000
H 1.726 -3.805 -0.318 -0.075 -0.169 -0.041 -0.001
H -0.351 -3.209 3.546 0.106 -0.040 0.044 0.000
H -2.412 -4.139 4.538 0.013 -0.135 0.046 0.000
H -4.604 -3.700 3.495 0.006 -0.021 0.017 0.000
H -4.741 -2.229 1.506 -0.080 -0.044 -0.045 0.000
H -2.684 -1.261 0.552 -0.077 -0.077 0.020 0.014
H 2.817 -2.885 1.462 0.165 -0.166 0.098 -0.001
H 3.877 -3.152 2.851 0.011 -0.053 0.060 0.000
H 4.565 -2.700 1.293 0.032 -0.073 -0.050 0.000
H 4.988 -1.335 3.944 0.108 -0.085 0.073 0.000
H 5.880 0.412 5.265 0.051 -0.029 0.039 0.000
H 4.629 1.561 5.738 -0.040 0.036 0.079 0.000
H 5.834 2.026 4.547 0.065 0.042 0.031 0.000
H 3.454 2.601 3.413 -0.010 0.159 0.000 0.000
H 1.935 3.092 1.730 -0.023 0.046 -0.019 0.000
H 0.804 1.762 1.426 0.138 0.202 0.004 0.004
H 2.079 2.140 0.249 -0.041 0.121 0.039 -0.010
H 3.364 0.924 -1.002 0.248 0.310 -0.073 -0.003
H 5.025 1.090 -1.597 -0.091 -0.002 -0.022 0.000
H 4.732 0.552 0.059 -0.062 0.136 -0.012 0.000
H 6.209 -0.694 -2.439 0.044 0.161 -0.029 0.000